# 1
{"formula": "C4H7NO", "method": "ωB97M-V/def2-TZVPD", "lumo_ev": 0.66, "e_homo_ev": -10.232, "relative_energy_kcal_mol": 96.3, "gap_ev": 10.893, "charge": 0, "energy_ev": -7795.4704, "elements": ["C", "C", "O", "C", "C", "N", "H", "H", "H", "H", "H", "H", "H"], "coordinates": [[0.33026, -1.63234, 0.23950], [0.26683, -0.46175, -0.70987], [-1.00498, 0.13092, -0.51085], [-0.90915, 1.48478, -0.26765], [-0.22793, 1.82412, 1.00970], [0.47779, 1.36521, 1.80842], [0.93579, -2.37398, -0.24840], [1.29058, -1.33360, 1.37086], [-0.41146, -2.24123, 0.80412], [0.31246, -0.76858, -1.76663], [1.18526, 0.14862, -0.55166], [-1.92107, 1.84259, -0.14392], [-0.32436, 2.01523, -1.03360]], "forces_ev_per_a": [[4.5, -0.8, 3.8], [-0.4, -1.1, 0.3], [0.6, 0.9, 0.1], [-0.7, 1.5, 0.0], [1.3, -2.4, 0.6], [-0.4, 1.4, 0.1], [0.4, -0.6, -0.2], [-3.0, -0.7, -3.3], [-0.4, 1.4, -0.9], [-0.1, -0.2, 0.3], [-1.1, 0.2, 0.1], [-0.3, 0.4, -0.6], [-0.5, 0.0, -0.2]], "lowdin_charge": [-0.0931, -0.3056, -0.1285, -0.2499, -0.1560, 0.1662, 0.0235, 0.1809, 0.0658, 0.1211, 0.1232, 0.1207, 0.1317]}


# 2
{"formula": "C31H37F2O3PSTl", "method": "ωB97M-V/def2-TZVPD", "lumo_ev": 2.60, "e_homo_ev": -2.046, "relative_energy_kcal_mol": 67.7, "gap_ev": 4.643, "charge": -1, "energy_ev": -69136.2342, "elements": ["Tl", "C", "O", "C", "C", "O", "C", "C", "O", "C", "H", "H", "H", "H", "H", "H", "H", "H", "H", "H", "H", "H", "H", "H", "C", "C", "C", "C", "C", "C", "P", "C", "C", "C", "C", "C", "C", "C", "C", "C", "C", "C", "C", "C", "C", "C", "C", "H", "H", "H", "H", "H", "H", "H", "H", "H", "H", "H", "H", "H", "H", "H", "H", "C", "S", "C", "H", "H", "H", "H", "H", "H", "F", "C", "F", "H"], "coordinates": [[0.80913, -0.29591, 0.96361], [-3.53799, 1.17281, 0.80463], [-2.81563, 0.33922, 1.67326], [-3.83465, -0.59232, 2.17955], [-3.24625, -1.43299, 3.29715], [-2.37765, -2.43107, 2.72838], [-2.79383, -3.73787, 3.20822], [-1.96955, -4.84766, 2.54129], [-0.60247, -4.75508, 2.96058], [-0.07457, -5.95661, 3.54383], [-3.03736, 1.30120, -0.12376], [-4.52878, 0.75642, 0.48242], [-3.78845, 2.13474, 1.27234], [-4.66432, -0.00881, 2.54514], [-4.23230, -1.15299, 1.30590], [-2.62356, -0.71837, 3.87018], [-4.07934, -1.91545, 3.86869], [-2.71873, -3.88623, 4.30391], [-3.86460, -3.88978, 3.01681], [-2.43858, -5.76415, 2.82272], [-2.02025, -4.67589, 1.39444], [-0.60906, -6.12613, 4.49028], [-0.29026, -6.89203, 2.98080], [1.00449, -5.88167, 3.69673], [-3.52068, 2.39607, -4.97754], [-3.43327, 3.26901, -3.86944], [-2.52309, 3.04055, -2.84499], [-1.73187, 1.87560, -2.94718], [-1.79076, 1.01226, -4.05593], [-2.72295, 1.27089, -5.07532], [-0.71907, 1.39608, -1.55058], [-0.42488, 2.81602, -0.51459], [-0.00691, 4.03479, -1.05141], [0.32585, 5.14109, -0.23103], [0.20626, 5.06982, 1.16168], [-0.22749, 3.85620, 1.70936], [-0.58903, 2.74745, 0.94840], [0.79103, 1.00390, -2.46790], [1.27977, 1.74649, -3.53452], [2.52474, 1.47843, -4.10924], [3.20709, 0.27836, -3.89348], [2.69521, -0.61202, -2.90362], [3.16520, -1.93557, -2.76121], [2.52088, -2.87291, -2.01445], [1.33521, -2.45867, -1.30518], [0.89368, -1.13997, -1.32570], [1.51360, -0.18871, -2.16259], [-4.29666, 2.53067, -5.69285], [-4.14952, 4.10321, -3.93682], [-2.53895, 3.70227, -1.92449], [-1.13399, 0.11557, -4.06145], [-2.65012, 0.62724, -5.97748], [0.06021, 4.21401, -2.12041], [0.75462, 6.00706, -0.66883], [0.46279, 5.90955, 1.85385], [-0.28121, 3.66569, 2.80619], [-1.11662, 1.90420, 1.27341], [0.67309, 2.54223, -3.94208], [2.97529, 2.20514, -4.77741], [4.18603, 0.11232, -4.32932], [4.09997, -2.16218, -3.33604], [2.78902, -3.90937, -1.91118], [0.73883, -3.16473, -0.73474], [5.81260, 2.09613, 2.36765], [4.47681, 1.13239, 1.72672], [5.42264, -0.40932, 1.57038], [5.58342, 3.11463, 2.73135], [6.57058, 2.16504, 1.55965], [6.33447, 1.55907, 3.18145], [5.23831, -1.01833, 2.44752], [6.52823, -0.31929, 1.43941], [4.99581, -1.02287, 0.72367], [2.09428, -2.81837, 1.92465], [0.91846, -2.18837, 2.25400], [0.95014, -1.84995, 3.55934], [0.06751, -2.81221, 1.94324]], "forces_ev_per_a": [[0.1, 1.0, -0.1], [-1.5, 0.5, -0.3], [-1.9, -1.2, 0.4], [1.2, 0.1, -0.5], [0.3, 0.2, -1.0], [-1.2, -1.3, 1.3], [0.7, 0.1, -0.3], [0.5, 2.2, -1.4], [-0.1, -1.2, -0.1], [-1.2, -0.2, 0.0], [0.9, 0.4, -0.6], [0.7, 0.0, 0.4], [0.3, 0.0, 0.0], [-0.4, 0.4, 0.5], [0.4, -0.2, 0.6], [-0.4, -0.6, 0.3], [0.8, 0.6, -0.1], [0.4, 0.6, -0.2], [0.0, 0.0, -0.4], [-0.2, -1.0, 0.1], [0.1, -0.5, 1.7], [0.4, 0.1, 0.2], [0.2, 0.7, -0.3], [-0.3, 0.3, -0.1], [0.1, 0.0, 0.9], [-0.7, -0.2, -1.2], [-0.9, 0.1, 0.1], [0.0, 1.1, 0.3], [-0.4, 0.1, 0.1], [1.6, -0.6, 0.0], [-0.6, -2.4, 0.5], [0.2, 2.2, 1.6], [0.3, 0.7, 0.9], [-0.3, -1.0, 0.8], [0.3, -0.4, -0.1], [-0.6, -1.0, 1.2], [0.7, 1.9, -3.8], [1.8, 0.2, -0.8], [-0.5, 0.1, 0.9], [1.0, -1.2, -0.6], [-0.5, 1.2, 1.4], [-1.4, 1.1, -0.5], [1.7, -0.3, -0.8], [-1.7, 0.5, 0.8], [0.7, 0.9, -0.7], [-0.5, -1.2, 1.3], [0.6, -1.3, -0.8], [-0.4, 0.4, -0.6], [0.6, -0.2, 0.6], [0.3, -0.9, -1.3], [-0.5, 0.8, -0.1], [-0.6, 0.5, 0.7], [0.1, -0.4, 0.0], [0.1, 0.8, -0.5], [-0.1, -0.8, -0.9], [0.0, 0.7, -0.8], [-0.1, -1.0, 1.1], [0.1, 0.4, 0.1], [-0.2, 0.0, -0.2], [-0.1, -0.1, -0.2], [-0.9, 0.0, 0.6], [0.6, -0.2, -0.3], [0.4, -0.2, 0.1], [1.9, 0.3, 0.2], [-0.4, -0.3, -0.3], [-0.3, -1.1, -0.8], [-0.3, -0.6, -0.4], [-0.3, 0.3, 0.4], [-0.4, 0.2, -0.1], [0.1, -0.1, 0.3], [-0.9, 0.4, -0.1], [0.5, 0.8, 0.7], [0.9, -1.0, 0.4], [-1.3, 1.1, -2.9], [-0.1, -0.5, 1.4], [0.5, -0.5, 1.2]], "lowdin_charge": [0.8156, -0.1550, -0.1907, -0.1876, -0.1695, -0.1340, -0.1942, -0.1923, -0.2094, -0.0950, 0.0318, 0.0936, 0.0989, 0.1075, 0.1356, 0.1416, 0.1259, 0.1301, 0.1152, 0.0989, 0.1582, 0.0792, 0.0840, 0.0895, -0.1280, -0.1070, -0.1050, -0.3953, -0.0943, -0.1020, 1.0229, -0.3793, -0.1047, -0.0965, -0.1012, -0.1061, -0.1389, -0.3252, -0.1081, -0.0976, -0.0408, -0.1772, -0.0950, -0.0958, -0.1589, -0.2963, -0.2587, 0.0757, 0.0962, 0.1204, 0.1224, 0.1064, 0.0967, 0.0756, 0.1053, 0.1111, 0.0019, 0.0949, 0.0877, 0.0948, 0.1085, 0.0832, 0.0698, -0.5022, 0.6978, -0.4235, 0.0366, 0.0284, 0.0314, 0.0194, 0.0447, 0.0480, -0.0983, -0.5991, -0.0705, 0.0475]}